Here is a single Cl2H2N2 molecule from the OMol25 dataset. Energies are from wB97M-V/def2-TZVPD.

Results
Frontier orbital gap (spin up / spin down) = 0.2279 / 0.2270 hartree
2S+1 = 3
E = -1030.83901 Eh
LUMO energy (spin up / spin down) = -0.173 / -3.695 eV

The geometry in XYZ format:
```
6
Properties=species:S:1:pos:R:3:forces:R:3:lowdin_charge:R:1
N -0.72608 -0.23660 -0.28387 5.33 -1.45 -0.94 -0.4655
N 0.56196 -0.16547 0.29300 -2.65 -3.64 -0.48 -0.4904
Cl -1.67383 1.20570 0.04014 -2.54 2.75 0.65 0.4793
Cl 1.56836 1.42167 -0.02699 0.06 1.07 -0.23 0.2810
H -0.71653 -0.49774 -1.34687 0.26 0.41 2.31 0.1292
H 0.49680 -0.31983 1.33525 -0.45 0.87 -1.32 0.0664
```
Forces are in eV/Å.



Here is a single C5H8O2 molecule from the OMol25 dataset. Energies are from wB97M-V/def2-TZVPD.

Results
Frontier orbital gap (spin up / spin down) = 0.3365 / 0.2239 hartree
E = -345.64312 Eh
LUMO energy (spin up / spin down) = -0.457 / -1.818 eV

The geometry in XYZ format:
```
15
Properties=species:S:1:pos:R:3:forces:R:3:lowdin_charge:R:1
O 1.77133 -0.77686 -0.89115 -0.25 -0.47 -0.40 -0.0374
C 1.09978 -0.30920 0.23232 -0.30 0.49 0.27 -0.3165
C 0.70644 1.19320 0.05358 0.15 0.02 0.26 -0.1065
C -0.75361 1.21348 -0.11999 0.12 0.71 -0.20 -0.0063
C -1.36848 -0.00040 0.24516 -0.55 -0.92 -0.78 -0.1272
C -0.27676 -1.09593 0.36964 0.56 0.56 1.05 -0.4095
O -0.54493 -1.83819 -0.71686 -0.27 -0.23 -0.06 -0.0722
H 1.07842 -1.34460 -1.31328 0.53 0.22 -0.09 0.0863
H 1.73117 -0.41941 1.12220 -0.10 -0.11 -0.13 0.1384
H 0.91306 1.76105 0.97924 0.15 -0.07 -0.11 0.1341
H 1.25616 1.68594 -0.75529 -0.04 -0.14 0.13 0.1250
H -1.27051 1.99531 -0.67651 0.07 -0.17 0.16 0.1199
H -2.23099 -0.08179 0.91142 0.23 -0.05 -0.05 0.1455
H -1.78401 -0.35102 -0.77669 -0.26 0.14 0.24 0.1826
H -0.32709 -1.63160 1.33618 -0.04 0.02 -0.30 0.1437
```
Forces are in eV/Å.



Table of relative energy (zero: lowest compared OMol25 entry of this formula, charge and spin) (kJ/mol), in record order: 136.41 424.89